# C11H26BBaBrNO2PS2

C11H26BBaBrNO2PS2 as an isolated structure (ωB97M-V/def2-TZVPD, OMol25).

Each line ends with the Mulliken charge.
CARTESIAN COORDINATES (ANGSTROEM)
C1 0.353 -2.826 2.507  -0.848
C2 -1.032 -2.472 3.070  -0.728
N1 -1.874 -1.459 2.404  0.261
C3 -2.207 -1.738 0.999  0.091
C4 -3.680 -2.074 0.802  -1.376
C5 -1.646 -0.105 2.669  -0.028
S1 -2.839 0.970 2.881  -0.156
S2 0.095 0.401 2.730  -0.072
C6 -0.010 1.944 1.784  -0.372
C7 1.386 2.432 1.383  -1.185
C8 2.250 1.598 0.419  -0.608
P1 1.465 1.017 -1.104  0.377
O1 0.912 -0.429 -0.491  -0.493
Br1 2.277 3.201 -2.342  -0.464
C9 -0.205 1.713 -1.543  -0.750
C10 -0.300 2.035 -3.038  -1.751
B1 2.477 -0.071 -2.417  0.659
C11 1.767 -1.225 -3.182  -0.918
O2 3.767 0.283 -2.510  -0.509
H1 0.661 -3.783 2.937  0.413
H2 1.117 -2.095 2.759  0.302
H3 0.338 -2.953 1.420  0.184
H4 -0.953 -2.170 4.119  0.399
H5 -1.647 -3.378 3.074  0.350
H6 -1.573 -2.561 0.657  0.368
H7 -1.973 -0.847 0.391  -0.189
H8 -3.900 -2.238 -0.259  0.394
H9 -3.943 -2.995 1.327  0.337
H10 -4.308 -1.264 1.180  0.280
H11 -0.694 1.796 0.946  0.062
H12 -0.471 2.708 2.415  0.692
H13 1.978 2.527 2.300  0.469
H14 1.292 3.451 0.989  0.352
H15 3.083 2.241 0.129  0.599
H16 2.659 0.689 0.868  0.452
H17 0.115 -0.477 0.057  0.024
H18 -1.026 1.064 -1.230  0.389
H19 -0.290 2.655 -0.994  0.428
H20 -0.083 3.077 -3.250  0.351
H21 -1.304 1.837 -3.399  0.282
H22 0.366 1.408 -3.648  0.799
H23 2.152 -1.338 -4.200  0.336
H24 1.949 -2.169 -2.650  0.357
H25 0.674 -1.147 -3.209  0.287
H26 4.392 -0.363 -2.874  0.344
Ba1 -1.571 3.131 -4.875  1.809

Properties
Calculated total energy = -4401.466700 a.u.
Total charge = +2
LUMO = -8.64 eV
Multiplicity = 1


# C27H23F6O7SSbTeV

C27H23F6O7SSbTeV as an isolated structure (ωB97M-V/def2-TZVPD, OMol25).

Each line ends with the Mulliken charge.
CARTESIAN COORDINATES (ANGSTROEM)
V1 1.114 -2.549 0.436  1.201
O1 -0.077 -5.539 -1.614  -0.376
C1 -0.067 -4.926 -0.626  -0.090
O2 1.053 -4.057 -0.271  -0.227
C2 -1.109 -4.775 0.462  0.087
C3 -0.450 -4.608 1.851  -0.046
C4 -1.462 -4.733 2.972  -0.972
C5 -2.308 -3.443 2.812  -0.974
C6 -1.601 -2.734 1.671  -0.034
O3 -0.180 -3.126 1.859  -0.436
C7 -1.914 -3.418 0.339  0.035
C8 -1.501 -2.471 -0.771  -0.391
O4 -2.192 -2.124 -1.666  -0.478
O5 -0.238 -1.922 -0.601  0.682
H1 -1.762 -5.642 0.390  0.640
H2 0.473 -5.159 1.998  0.582
H3 -2.047 -5.647 2.889  0.416
H4 -0.945 -4.746 3.928  0.394
H5 -3.343 -3.650 2.548  0.387
H6 -2.298 -2.843 3.719  0.380
H7 -1.673 -1.649 1.662  0.588
H8 -2.974 -3.617 0.211  0.719
Te1 0.426 0.859 -1.542  0.407
C9 -0.922 0.563 -3.110  1.126
C10 -2.127 1.245 -3.183  -0.298
C11 -2.957 1.000 -4.266  -0.761
C12 -2.571 0.109 -5.259  -0.518
C13 -1.356 -0.556 -5.176  -0.699
C14 -0.521 -0.336 -4.091  -0.594
C15 1.011 2.784 -2.108  0.849
C16 0.251 3.912 -1.836  -0.151
C17 0.706 5.141 -2.290  -0.728
C18 1.893 5.227 -3.009  -0.544
C19 2.642 4.089 -3.273  -0.737
C20 2.206 2.854 -2.814  -0.589
H9 -2.426 1.955 -2.423  0.344
H10 -3.909 1.510 -4.334  0.429
H11 -3.223 -0.067 -6.104  0.428
H12 -1.064 -1.258 -5.946  0.430
H13 0.420 -0.870 -4.014  0.433
H14 -0.675 3.847 -1.277  0.410
H15 0.132 6.033 -2.079  0.455
H16 2.238 6.190 -3.361  0.427
H17 3.566 4.160 -3.830  0.448
H18 2.800 1.967 -3.011  0.374
O6 0.909 3.924 5.952  -0.446
C21 1.617 3.269 5.018  0.429
O7 2.787 3.069 5.152  -0.510
C22 0.878 2.798 3.795  0.266
C23 -0.412 2.287 3.838  -0.797
C24 -1.029 1.846 2.676  -1.037
C25 -0.350 1.926 1.465  1.375
S1 -1.274 1.365 0.040  -0.306
C26 0.940 2.441 1.415  -0.222
C27 1.556 2.853 2.584  -1.138
H19 -0.010 4.060 5.691  0.333
H20 -0.946 2.207 4.778  0.457
H21 -2.044 1.467 2.710  0.530
H22 1.469 2.559 0.480  0.263
H23 2.562 3.250 2.566  0.536
F1 1.334 -0.854 1.263  -0.465
Sb1 3.448 -0.826 0.912  2.336
F2 3.038 -2.583 1.600  -0.585
F3 3.465 0.018 2.533  -0.486
F4 3.241 0.778 0.019  -0.470
F5 5.147 -1.149 0.329  -0.444
F6 2.633 -1.690 -0.677  -0.646

Properties
Energy relative to the best compared isomer or geometry (same formula, charge and spin) = 128.8 kJ/mol
Calculated total energy = -4018.610421 a.u.
Total charge = +2
LUMO (spin up / spin down) = -9.11 / -8.45 eV
Multiplicity = 2